# 1
DFT (ωB97M-V/def2-TZVPD) results for a structure of composition C24H57F2N8O11S2V.

Summary:
HOMO level (alpha / beta), eV: -9.27 / -9.27
Net charge: +1
Maximum force, eV Å⁻¹: 7.65
Relative energy (zero: lowest compared OMol25 entry of this formula, charge and spin), eV: 3.276
Multiplicity: 2
HOMO-LUMO gap (alpha / beta), eV: 4.8 / 5.3
Calculated total energy, eV: -113041.7010
Expectation value of S²: 0.814

Element x y z (Å)
O1 4.1934 -1.2884 0.7449
V1 2.7146 -1.7594 1.2157
N1 1.7648 0.0773 1.0297
S1 2.0759 1.5572 1.7976
O2 1.4113 1.7865 3.0548
O3 2.5666 2.6971 1.0854
F1 3.4649 0.9355 2.3479
S2 0.5039 0.6219 0.2732
O4 0.7828 1.4543 -0.8538
O5 -0.6170 0.9421 1.0806
F2 -0.0219 -0.7157 -0.4535
C1 -3.7664 1.3123 -5.3690
C2 -3.2890 -0.0675 -5.8821
N2 -3.7264 -1.2178 -5.0879
C3 -3.2702 -2.4583 -5.7300
C4 -4.0700 -3.6763 -5.2365
C5 -3.5604 -1.1643 -3.6429
C6 -2.0754 -1.2599 -3.1971
H1 -3.6261 1.4415 -4.2985
H2 -4.8146 1.5148 -5.5846
H3 -3.1929 2.0159 -5.9743
H4 -3.7341 -0.1569 -6.8737
H5 -2.1940 -0.1437 -5.9518
H6 -2.2267 -2.6548 -5.4509
H7 -3.4413 -2.3720 -6.7993
H8 -4.0473 -3.8373 -4.1580
H9 -3.4958 -4.5155 -5.6520
H10 -5.0951 -3.8417 -5.5615
H11 -4.0066 -0.2486 -3.2599
H12 -4.1227 -1.9832 -3.1995
H13 -2.0157 -0.8716 -2.1785
H14 -1.8775 -2.3318 -3.1651
H15 -1.3771 -0.6733 -3.7907
C7 -0.0333 -3.2537 2.5479
O6 0.8132 -2.6732 1.8498
N3 -0.8337 -2.6729 3.4274
C8 -0.7592 -1.2195 3.7383
C9 -1.7271 -3.5092 4.2247
H16 -0.1065 -4.3497 2.5419
H17 -0.3909 -1.1189 4.7563
H18 -1.7626 -0.8009 3.6719
H19 -0.1551 -0.7869 2.9479
H20 -1.8131 -4.4815 3.7446
H21 -1.2952 -3.6419 5.2182
H22 -2.7208 -3.0747 4.3061
C10 3.1860 -2.1131 4.4823
O7 3.0086 -1.6524 3.3536
N4 3.0544 -1.4513 5.6316
C11 3.4711 -2.0617 6.8777
C12 2.4886 -0.1343 5.6166
H23 3.5026 -3.1554 4.6342
H24 4.2437 -1.4931 7.4027
H25 3.6778 -3.1253 6.9156
H26 2.6759 -1.8791 7.6129
H27 1.6968 -0.0311 6.3749
H28 3.1288 0.6754 5.9772
H29 1.9777 0.1165 4.6931
C13 4.2616 0.6732 -1.9165
O8 3.7398 -0.1809 -2.6148
N5 4.9522 1.7285 -2.3729
C14 5.4048 2.7959 -1.5109
C15 5.2860 1.9543 -3.7742
H30 4.0776 0.7883 -0.8339
H31 5.7719 3.7363 -1.9115
H32 6.2585 2.4658 -0.9008
H33 4.6694 3.0437 -0.7397
H34 4.8120 1.2107 -4.4122
H35 4.8789 2.9163 -4.0883
H36 6.3638 1.9481 -3.9341
C16 -1.9510 2.1779 3.8540
O9 -3.0565 1.7397 3.5990
N6 -1.4939 2.6228 5.0402
C17 -2.4233 2.6935 6.1755
C18 -0.1155 3.0507 5.2107
H37 -1.1921 2.2858 3.0606
H38 -2.2022 3.5468 6.8088
H39 -2.3290 1.8015 6.8064
H40 -3.4318 2.5842 5.7844
H41 -0.0852 3.8432 5.9549
H42 0.4340 2.1502 5.5025
H43 0.3447 3.3983 4.2917
C19 2.2987 -2.8430 -1.9043
O10 2.3725 -2.5007 -0.7105
N7 1.2069 -3.3497 -2.4448
C20 1.0065 -3.4174 -3.8740
C21 0.0904 -3.7167 -1.5866
H44 3.0753 -2.5235 -2.6089
H45 0.5189 -4.3332 -4.2125
H46 1.9145 -3.3096 -4.4641
H47 0.3171 -2.6465 -4.2280
H48 0.3516 -4.3967 -0.7774
H49 -0.4952 -2.8561 -1.2727
H50 -0.5769 -4.3391 -2.1868
C22 -3.6943 4.3652 -1.9121
O11 -4.2294 3.3882 -2.3838
N8 -2.3569 4.5299 -1.7835
C23 -1.4670 3.4494 -2.1738
C24 -1.7289 5.6483 -1.1287
H51 -4.1903 5.2594 -1.5007
H52 -1.1470 3.6616 -3.1991
H53 -1.9537 2.4756 -2.1814
H54 -0.5622 3.3088 -1.5870
H55 -1.1131 6.2206 -1.8215
H56 -2.5061 6.3365 -0.7767
H57 -1.2475 5.3835 -0.1859

Löwdin atomic charge list, values in e, 8 entries: number 1, O, carries -0.225; number 2, V, carries 1.096; number 3, N, carries -0.331; number 4, S, carries 0.600; number 5, O, carries -0.263; number 6, O, carries -0.197; number 7, F, carries -0.203; number 8, S, carries 0.443

---

# 2
DFT (ωB97M-V/def2-TZVPD) results for a cluster of 21 separate species, H43O21 in total.

Summary:
HOMO level, eV: -13.25
Net charge: +1
Maximum force, eV Å⁻¹: 10.56
Relative energy (zero: lowest compared OMol25 entry of this formula, charge and spin), eV: 10.225
Multiplicity: 1
HOMO-LUMO gap, eV: 10.4
Calculated total energy, eV: -43682.5837

Element x y z (Å)
O1 -1.5822 1.6431 0.6263
H1 0.5827 1.6930 2.4240
H2 1.3003 -1.9916 -3.9526
O2 -0.2964 0.7212 -2.8919
H3 -0.7551 0.8609 -3.7011
H4 2.1098 0.4510 -3.3670
O3 1.7565 -1.2630 0.3659
H5 1.7959 -0.8973 -0.5409
H6 -3.6193 3.0265 -1.6974
O4 -4.7072 0.1296 -1.2825
H7 -2.7802 2.1606 -2.7370
H8 -1.1385 0.0893 1.2282
O5 4.0431 -1.3461 1.9113
H9 2.5184 -3.2652 -0.7201
H10 4.8965 -1.2081 1.3298
O6 -3.0121 2.3073 -1.8673
H11 -0.3592 2.4858 1.4560
H12 3.9002 3.5423 1.4794
O7 -3.5624 -0.1672 1.9495
H13 3.9368 -2.2563 2.2404
H14 -3.1548 -0.0546 2.8755
O8 2.6211 1.1225 -2.9948
H15 -2.4895 1.3394 0.4677
H16 0.9848 -0.8115 3.0699
O9 -1.9197 4.8574 -1.1409
H17 -0.5247 -2.8795 3.7737
H18 -2.5188 4.1731 -1.2029
O10 3.2702 -3.7859 -0.9296
H19 0.4435 0.8499 1.2082
H20 3.7840 -3.3815 -1.5926
O11 -2.0561 -3.3508 1.7060
H21 -1.5764 -4.0731 2.0732
H22 0.1488 -0.9283 0.4000
O12 -1.3173 3.9666 1.9933
H23 -2.3573 3.7552 1.8304
H24 -1.2120 3.8322 2.9892
O13 -1.1538 -2.4569 4.3659
H25 -1.7669 5.1993 -0.3171
H26 -1.8701 -3.0088 4.4369
O14 3.5241 2.6898 1.2961
H27 3.1438 2.5803 0.5610
H28 3.0747 1.7691 -3.5420
O15 0.9955 -1.0454 -4.0350
H29 4.8551 0.7586 -1.0918
H30 -1.2969 0.3515 -2.5565
O16 -2.7239 -1.9099 -3.3979
H31 -2.0308 -3.3290 0.6898
O17 0.1511 -3.1169 -0.6588
H32 0.1393 -2.5226 0.2202
H33 1.0933 -3.3499 -0.5185
O18 4.5986 -0.1237 -0.5888
H34 4.3452 0.2595 0.3343
H35 -1.4279 2.3939 -0.0116
O19 -0.3371 -0.5646 1.2873
H36 -5.3543 0.7513 -1.6509
H37 -3.0029 -0.7719 1.6137
O20 1.6370 -0.1460 2.8483
H38 2.1101 -0.5002 2.0421
H39 -5.4200 -0.6645 -1.3864
O21 0.4364 1.8832 1.5639
H40 2.6124 -0.9897 0.4843
H41 0.3113 -1.1602 -3.3029
H42 -3.5669 -2.2083 -3.8033
H43 -2.7884 -2.4274 -2.5461

Löwdin atomic charge list, values in e, 8 entries: number 1, O, carries -0.110; number 2, H, carries 0.054; number 3, H, carries 0.078; number 4, O, carries -0.111; number 5, H, carries 0.016; number 6, H, carries -0.060; number 7, O, carries -0.066; number 8, H, carries 0.119

---

# 3
DFT (ωB97M-V/def2-TZVPD) results for a structure of composition C23H19ClNSiTl.

Summary:
HOMO level, eV: -15.13
Net charge: +2
Maximum force, eV Å⁻¹: 0.33
Multiplicity: 1
HOMO-LUMO gap, eV: 7.5
Calculated total energy, eV: -50728.5124

Element x y z (Å)
Tl1 0.0000 -3.0936 0.3101
Cl1 -2.3350 -0.8970 5.5577
C1 -0.9902 -1.5964 4.7573
C2 0.0970 -2.0824 5.4676
C3 1.1577 -2.6271 4.7622
C4 1.0892 -2.6758 3.3836
N1 0.0330 -2.2151 2.6982
C5 -0.9871 -1.6819 3.3767
H1 0.1075 -2.0324 6.5481
H2 2.0262 -3.0124 5.2774
H3 1.9083 -3.0915 2.8056
H4 -1.8279 -1.3044 2.8074
C6 -3.3657 -0.8039 -4.0088
C7 -3.5111 0.3220 -3.2076
C8 -2.5240 0.6504 -2.2935
C9 -1.3680 -0.1451 -2.1900
C10 -1.2393 -1.2843 -3.0054
C11 -2.2374 -1.6139 -3.9010
Si1 -0.0063 0.4780 -1.1881
C12 -0.3471 1.5753 0.1952
C13 -1.5569 1.5209 0.9097
C14 -1.8552 2.4961 1.8408
C15 -0.9626 3.5435 2.0572
C16 0.2408 3.6064 1.3656
C17 0.5578 2.6233 0.4435
C18 1.6886 0.1817 -1.7152
C19 1.9428 0.0769 -3.0956
C20 3.2471 0.0659 -3.5591
C21 4.3026 0.1407 -2.6578
C22 4.0656 0.2199 -1.2875
C23 2.7680 0.2493 -0.8151
H5 -4.1350 -1.0512 -4.7284
H6 -4.3896 0.9458 -3.2995
H7 -2.6417 1.5322 -1.6758
H8 -0.3488 -1.9023 -2.9511
H9 -2.1372 -2.4902 -4.5271
H10 -2.2656 0.7198 0.7293
H11 -2.7851 2.4529 2.3918
H12 -1.2110 4.3196 2.7691
H13 0.9281 4.4225 1.5414
H14 1.4967 2.6785 -0.0939
H15 1.1250 0.0253 -3.8039
H16 3.4417 0.0060 -4.6212
H17 5.3202 0.1420 -3.0257
H18 4.8952 0.2717 -0.5955
H19 2.5887 0.3338 0.2513

Löwdin atomic charge list, values in e, 8 entries: number 1, Tl, carries 0.964; number 2, Cl, carries 0.757; number 3, C, carries -0.642; number 4, C, carries -0.037; number 5, C, carries -0.017; number 6, C, carries -0.167; number 7, N, carries -0.135; number 8, C, carries -0.170

---

# 4
DFT (ωB97M-V/def2-TZVPD) results for a structure of composition C10H13BrLiN4S.

Summary:
HOMO level, eV: -4.34
Net charge: -1
Maximum force, eV Å⁻¹: 0.12
Multiplicity: 1
HOMO-LUMO gap, eV: 7.3
Calculated total energy, eV: -97629.0248

Element x y z (Å)
Li1 0.5977 -0.4850 -0.1204
C1 -4.6666 -0.7974 -3.1567
C2 -3.5839 -1.8602 -3.3233
N1 -2.2418 -1.3241 -3.3459
C3 -1.5746 -0.8980 -2.2337
S1 -0.0465 -0.1410 -2.4952
N2 -2.2127 -1.1006 -1.0889
N3 -1.4628 -0.7379 -0.0212
C4 -2.0377 -0.5960 1.1150
C5 -3.4959 -0.8355 1.3742
C6 -1.1546 -0.1483 2.2152
C7 -1.5459 -0.2054 3.5524
C8 -0.6620 0.2163 4.5306
C9 0.5901 0.6751 4.1569
C10 0.9003 0.6902 2.8045
N4 0.0510 0.3149 1.8602
H1 -5.6565 -1.2575 -3.1010
H2 -4.6587 -0.0984 -3.9955
H3 -4.4886 -0.2394 -2.2385
H4 -3.7345 -2.4061 -4.2581
H5 -3.6503 -2.5802 -2.5072
H6 -1.8229 -1.0527 -4.2168
H7 -4.0016 -1.0162 0.4301
H8 -3.9475 0.0241 1.8755
H9 -3.6412 -1.7079 2.0180
H10 -2.5207 -0.5902 3.8188
H11 -0.9443 0.1714 5.5756
H12 1.3207 0.9978 4.8857
H13 1.8811 0.9960 2.4616
Br1 2.4733 -1.7183 0.8363

Löwdin atomic charge list, values in e, 8 entries: number 1, Li, carries 0.338; number 2, C, carries -0.105; number 3, C, carries -0.276; number 4, N, carries -0.058; number 5, C, carries -0.890; number 6, S, carries 0.424; number 7, N, carries -0.030; number 8, N, carries -0.051

---

# 5
DFT (ωB97M-V/def2-TZVPD) results for a structure of composition C25H23N4O3SbSe4Zn.

Summary:
HOMO level, eV: -1.13
Net charge: -2
Maximum force, eV Å⁻¹: 0.69
Relative energy (zero: lowest compared OMol25 entry of this formula, charge and spin), eV: 1.696
Multiplicity: 1
HOMO-LUMO gap, eV: 4.7
Calculated total energy, eV: -354747.2691

Element x y z (Å)
Zn1 -0.8484 0.1050 -0.2733
C1 2.0585 0.7191 -0.6478
N1 1.3550 -0.1781 0.2837
C2 1.6681 -1.5858 0.0238
C3 0.8048 -2.1563 -1.0815
C4 0.5326 -3.5123 -1.1328
C5 -0.2888 -3.9852 -2.1405
C6 -0.7723 -3.0909 -3.0852
C7 -0.4492 -1.7564 -2.9560
N2 0.3168 -1.2862 -1.9644
C8 1.6361 0.1991 1.6962
C9 0.4977 -0.2088 2.6051
C10 0.4126 -1.4856 3.1415
C11 -0.7396 -1.8604 3.8173
C12 -1.7442 -0.9236 3.9696
C13 -1.5380 0.3507 3.4645
N3 -0.4484 0.7142 2.7957
C14 1.3114 2.0251 -0.8309
C15 1.5820 2.8805 -1.8940
C16 0.8699 4.0638 -1.9748
C17 -0.0909 4.3467 -1.0129
C18 -0.3290 3.4052 -0.0297
N4 0.3714 2.2757 0.0648
H1 2.0917 0.2250 -1.6167
H2 3.0943 0.8992 -0.3237
H3 1.4889 -2.1601 0.9281
H4 2.7327 -1.6959 -0.2313
H5 0.8931 -4.1713 -0.3533
H6 -0.5923 -5.0213 -2.1618
H7 -1.4607 -3.4070 -3.8562
H8 -0.8391 -1.0191 -3.6463
H9 1.7581 1.2761 1.7497
H10 2.5771 -0.2746 2.0113
H11 1.2150 -2.1989 2.9992
H12 -0.8806 -2.8778 4.1563
H13 -2.6912 -1.1905 4.4176
H14 -2.3068 1.1089 3.5667
H15 2.3049 2.6006 -2.6502
H16 1.0382 4.7483 -2.7972
H17 -0.6884 5.2463 -1.0593
H18 -1.1203 3.5336 0.6981
O1 -1.7016 1.0730 -4.1843
C19 -2.8445 0.3684 -3.8827
C20 -3.3210 -0.5508 -4.8055
C21 -4.4143 -1.3388 -4.4745
C22 -5.0462 -1.1986 -3.2463
C23 -4.6000 -0.2366 -2.3553
C24 -3.5000 0.5525 -2.6672
C25 -2.9557 1.5700 -1.7021
O2 -3.6531 2.4582 -1.2487
O3 -1.6646 1.4702 -1.4736
H19 -1.3525 1.3860 -3.3256
H20 -2.7981 -0.6737 -5.7471
H21 -4.7460 -2.1047 -5.1656
H22 -5.8431 -1.8687 -2.9559
H23 -5.0611 -0.1330 -1.3818
Se1 -1.5774 -5.0931 1.9398
Sb1 -3.2728 -3.9230 0.6099
Se2 -2.3325 -1.4352 0.5656
Se3 -3.4976 -4.7674 -1.6658
Se4 -5.3748 -3.4441 1.7242

Löwdin atomic charge list, values in e, 8 entries: number 1, Zn, carries 0.419; number 2, C, carries -0.137; number 3, N, carries -0.195; number 4, C, carries -0.122; number 5, C, carries -0.313; number 6, C, carries -0.036; number 7, C, carries -0.117; number 8, C, carries -0.089

---

# 6
DFT (ωB97M-V/def2-TZVPD) results for a structure of composition C62H45O3P2S2Ti.

Summary:
HOMO level, eV: -3.34
Net charge: -1
Maximum force, eV Å⁻¹: 0.65
Relative energy (zero: lowest compared OMol25 entry of this formula, charge and spin), eV: 0.000
Multiplicity: 1
HOMO-LUMO gap, eV: 5.5
Calculated total energy, eV: -134533.0638

Element x y z (Å)
Ti1 0.1920 0.1339 -1.4331
O1 2.4073 1.5327 0.4658
S1 1.5497 0.3410 0.6994
C1 2.6186 -1.0396 1.0402
C2 3.9305 -0.7303 1.2733
C3 4.8728 -1.6883 1.7089
C4 4.4301 -2.9517 1.9661
C5 5.1495 -4.1848 2.4653
C6 4.0297 -5.2496 2.6462
C7 2.7745 -4.5779 2.1386
C8 1.4861 -5.0172 2.0262
C9 0.5293 -4.1428 1.4742
C10 0.8011 -2.8505 1.0662
P1 -0.5293 -1.9719 0.1425
C11 -1.1456 -3.3889 -0.8366
C12 -2.3727 -4.0137 -0.6618
C13 -2.7270 -5.0898 -1.4662
C14 -1.8536 -5.5482 -2.4409
C15 -0.6248 -4.9256 -2.6190
C16 -0.2745 -3.8445 -1.8278
C17 -1.8193 -1.6862 1.3983
C18 -1.6108 -1.7659 2.7713
C19 -2.6300 -1.4270 3.6532
C20 -3.8677 -1.0288 3.1728
C21 -4.0826 -0.9431 1.8024
C22 -3.0577 -1.2445 0.9202
C23 2.1202 -2.3526 1.2484
C24 3.0707 -3.2600 1.7558
C25 1.0537 0.6895 2.4633
C26 1.4604 -0.1039 3.5108
C27 1.2362 0.2154 4.8726
C28 0.6399 1.4005 5.1716
C29 0.3555 2.0800 6.4923
C30 -0.3095 3.4304 6.1063
C31 -0.3437 3.4261 4.5944
C32 -0.7866 4.3587 3.7016
C33 -0.7585 4.0245 2.3318
C34 -0.2727 2.8285 1.8457
P2 -0.6452 2.4093 0.1062
C35 -0.3378 3.9654 -0.7889
C36 0.9977 4.2458 -1.0793
C37 1.3261 5.3830 -1.7963
C38 0.3276 6.2373 -2.2460
C39 -1.0004 5.9536 -1.9721
C40 -1.3351 4.8194 -1.2429
C41 -2.4707 2.2642 0.0965
C42 -3.0191 1.8392 -1.1207
C43 -4.3865 1.6612 -1.2533
C44 -5.2260 1.9018 -0.1724
C45 -4.6898 2.3060 1.0406
C46 -3.3181 2.4781 1.1794
C47 0.3217 1.8927 2.7477
C48 0.2044 2.2229 4.1133
H1 4.2220 0.3030 1.1232
H2 5.9069 -1.4017 1.8555
H3 5.6848 -3.9899 3.3956
H4 5.8917 -4.5130 1.7354
H5 3.9147 -5.5345 3.6940
H6 4.2445 -6.1638 2.0912
H7 1.1927 -6.0189 2.3167
H8 -0.4738 -4.5267 1.3289
H9 -3.0585 -3.6682 0.1007
H10 -3.6884 -5.5691 -1.3280
H11 -2.1327 -6.3848 -3.0696
H12 0.0526 -5.2658 -3.3915
H13 0.6658 -3.3241 -1.9827
H14 -0.6486 -2.0830 3.1535
H15 -2.4521 -1.4791 4.7206
H16 -4.6625 -0.7743 3.8632
H17 -5.0389 -0.6142 1.4182
H18 -3.2060 -1.1335 -0.1508
H19 2.0186 -1.0077 3.3091
H20 1.5914 -0.4603 5.6423
H21 1.2790 2.2349 7.0531
H22 -0.2984 1.4726 7.1203
H23 0.2567 4.2835 6.4837
H24 -1.3179 3.5136 6.5158
H25 -1.1860 5.3145 4.0192
H26 -1.1743 4.7301 1.6206
H27 1.7663 3.5481 -0.7672
H28 2.3617 5.5832 -2.0384
H29 0.5847 7.1100 -2.8333
H30 -1.7838 6.6056 -2.3384
H31 -2.3767 4.5973 -1.0421
H32 -2.3654 1.6371 -1.9629
H33 -4.7898 1.3275 -2.2009
H34 -6.2958 1.7650 -0.2751
H35 -5.3392 2.4763 1.8911
H36 -2.9092 2.7735 2.1358
O2 0.1055 3.1556 -4.3176
C49 -0.2852 2.0756 -3.9004
O3 0.0382 1.5806 -2.7515
C50 -1.2622 1.2649 -4.7340
C51 -1.6972 1.8815 -5.9107
C52 -2.6084 1.2924 -6.7618
C53 -3.1114 0.0362 -6.4328
C54 -2.6929 -0.5921 -5.2798
C55 -1.7609 -0.0085 -4.3979
S2 -1.3720 -1.0202 -3.0063
H37 -1.2785 2.8566 -6.1224
H38 -2.9240 1.7971 -7.6665
H39 -3.8293 -0.4549 -7.0802
H40 -3.0767 -1.5724 -5.0242
C56 1.7841 -0.5294 -1.7150
C57 2.8919 -0.5767 -2.6425
C58 2.6382 -0.8259 -4.0063
C59 3.6603 -0.8122 -4.9407
C60 4.9721 -0.5588 -4.5550
C61 5.2435 -0.3117 -3.2154
C62 4.2248 -0.3184 -2.2744
H41 1.6120 -1.0108 -4.3053
H42 3.4314 -0.9909 -5.9855
H43 5.7682 -0.5413 -5.2896
H44 6.2605 -0.0978 -2.9041
H45 4.4417 -0.0958 -1.2393

Löwdin atomic charge list, values in e, 8 entries: number 1, Ti, carries 0.301; number 2, O, carries -0.462; number 3, S, carries 0.789; number 4, C, carries -0.339; number 5, C, carries -0.063; number 6, C, carries 0.000; number 7, C, carries -0.156; number 8, C, carries -0.104